# 1
{
  "formula": "C5H6NO2",
  "method": "ωB97M-V/def2-TZVPD",
  "charge": 1,
  "homo_lumo_gap_ev": 8.8,
  "e_tot_ev": -10858.41140,
  "relative_energy_kcal_mol": 7.7,
  "multiplicity": 1,
  "symbols": ["C", "C", "C", "C", "C", "N", "O", "O", "H", "H", "H", "H", "H", "H"],
  "xyz": [[0.17530, -0.25683, -0.41552], [0.63481, 0.05335, -2.61433], [-1.25511, -1.87845, 0.82489], [-0.40115, -0.82076, 0.76034], [0.74799, 1.13939, -0.51287], [0.65186, 1.25733, -2.02141], [0.80552, -0.22544, -3.74025], [0.24003, -0.86039, -1.55807], [-1.63915, -2.31160, 1.76905], [-1.61705, -2.19497, -0.15290], [0.01562, -0.32815, 1.73596], [0.09542, 1.80729, 0.16683], [1.83703, 1.27870, -0.37507], [1.06578, 1.98268, -2.44674]],
  "atomic_forces_ev_per_a": [[0.7, -0.1, -0.5], [0.0, 1.4, -1.0], [0.4, 1.0, -0.7], [1.1, 0.2, 2.7], [-1.0, 0.4, -1.2], [-1.9, -2.3, 4.1], [-0.1, -1.0, 0.3], [-0.7, -0.7, 1.0], [0.4, 0.4, -0.8], [-0.2, -0.6, 0.4], [-1.0, -0.9, -1.9], [1.1, -0.6, -1.5], [-0.5, -0.5, 1.1], [1.8, 3.1, -2.0]],
  "lowdin_charge": [-0.16, -0.45, 0.19, -0.06, 0.01, 0.16, 0.24, 0.21, 0.12, 0.10, 0.17, 0.18, 0.17, 0.12]
}

=====

# 2
{
  "formula": "C19H50BaF3LiN4O9S",
  "method": "ωB97M-V/def2-TZVPD",
  "charge": 2,
  "homo_lumo_gap_ev": 5.1,
  "e_tot_ev": -64773.70464,
  "relative_energy_kcal_mol": 0.0,
  "multiplicity": 1,
  "symbols": ["Li", "Ba", "C", "F", "F", "F", "S", "O", "O", "O", "C", "C", "C", "O", "C", "N", "H", "H", "H", "H", "H", "H", "H", "H", "H", "H", "H", "C", "C", "C", "O", "C", "N", "H", "H", "H", "H", "H", "H", "H", "H", "H", "H", "H", "C", "C", "C", "O", "C", "N", "H", "H", "H", "H", "H", "H", "H", "H", "H", "H", "H", "C", "C", "C", "O", "C", "N", "H", "H", "H", "H", "H", "H", "H", "H", "H", "H", "H", "C", "C", "O", "O", "H", "H", "H", "H", "H", "H"],
  "xyz": [[-15.59004, 19.47801, -4.58243], [-18.27992, 23.69631, -4.72939], [-16.28700, 21.05104, -8.91285], [-17.48566, 20.50086, -8.94427], [-15.30913, 20.28824, -9.32371], [-16.35997, 22.07020, -9.74656], [-15.84465, 21.65459, -7.16422], [-15.78523, 20.46719, -6.29605], [-14.61821, 22.39205, -7.33922], [-17.02531, 22.51941, -6.85173], [-20.98844, 18.41751, -12.04495], [-19.87180, 19.27678, -11.48888], [-19.55832, 20.50675, -12.38649], [-19.10945, 20.19944, -13.67400], [-17.75282, 19.79342, -13.75804], [-20.19580, 19.67672, -10.10441], [-20.76784, 18.44853, -13.12093], [-21.98992, 18.83586, -11.97404], [-20.88917, 17.38780, -11.70867], [-18.86991, 18.82093, -11.44896], [-18.96982, 21.27840, -11.87773], [-20.54233, 20.96232, -12.55859], [-17.31694, 19.75393, -12.75567], [-17.19137, 20.46579, -14.40654], [-17.63632, 18.78830, -14.17034], [-19.38791, 19.64284, -9.50258], [-20.87298, 18.99184, -9.80099], [-15.51983, 16.47569, -10.37334], [-14.32213, 15.79936, -9.66083], [-13.05093, 16.53073, -10.11467], [-13.04813, 17.88814, -9.60412], [-11.75434, 18.42439, -9.68847], [-14.60931, 15.81042, -8.22177], [-15.36405, 17.51049, -10.06029], [-16.41372, 15.96231, -10.01847], [-15.54276, 16.37751, -11.45819], [-14.24461, 14.79466, -10.08370], [-12.80941, 16.65786, -11.17125], [-12.18831, 16.06653, -9.61828], [-11.05552, 18.11641, -8.90738], [-11.79352, 19.51890, -9.67609], [-11.30869, 18.29582, -10.68300], [-15.60238, 15.93103, -8.04732], [-14.27882, 16.73953, -7.93931], [-21.53401, 26.91133, -6.80659], [-20.29960, 25.99952, -6.69855], [-19.08612, 26.38158, -7.53890], [-18.07084, 25.48115, -7.13009], [-16.75193, 25.76334, -7.65805], [-19.92057, 25.95310, -5.28258], [-21.41419, 27.63424, -7.62540], [-21.67799, 27.72317, -6.08537], [-22.37375, 26.22399, -6.85549], [-20.44598, 24.99785, -7.12418], [-18.84321, 27.40480, -7.20723], [-19.26963, 26.43333, -8.61183], [-16.10827, 24.90933, -7.48296], [-16.44535, 26.74801, -7.30111], [-16.89490, 25.89750, -8.73539], [-20.76962, 26.01467, -4.71133], [-19.59572, 26.86390, -4.93726], [-14.59484, 15.50670, -3.60302], [-14.75588, 17.00277, -3.84508], [-13.49732, 17.58880, -4.50979], [-13.79826, 18.84916, -5.09207], [-12.76477, 19.32750, -5.92605], [-16.04600, 17.30409, -4.50425], [-13.69176, 15.21641, -3.06740], [-14.43320, 15.04751, -4.58916], [-15.50515, 15.05585, -3.21529], [-14.96850, 17.43866, -2.85560], [-13.12182, 16.87943, -5.25710], [-12.65048, 17.66446, -3.82018], [-11.82943, 19.47661, -5.38606], [-13.09717, 20.30422, -6.28215], [-12.64800, 18.79300, -6.87242], [-16.19315, 16.58335, -5.20475], [-16.78501, 17.30218, -3.81706], [-12.07044, 23.51933, -5.49576], [-13.11072, 23.74072, -4.42354], [-12.86934, 25.00656, -3.82912], [-12.36854, 24.49766, -6.52912], [-12.16758, 22.56248, -6.01085], [-11.05565, 23.66754, -5.13364], [-12.99679, 22.96668, -3.64314], [-14.14714, 23.64508, -4.76036], [-12.51709, 24.87896, -2.94645], [-12.66213, 23.99406, -7.29205]],
  "atomic_forces_ev_per_a": [[0.5, -0.6, -1.2], [0.3, 0.6, -1.9], [0.2, 1.2, 0.5], [0.0, -1.0, 0.5], [0.0, -1.1, 0.0], [0.2, 1.0, 0.0], [-0.4, 0.2, -0.8], [-0.3, 0.7, -0.1], [-0.5, -0.4, 0.3], [0.2, -0.2, 1.0], [1.4, 0.1, -1.6], [1.4, 1.0, 0.6], [-2.3, 0.3, 0.3], [0.5, -0.4, -0.2], [0.1, -0.2, 0.3], [-0.4, 0.3, -0.4], [-0.3, -0.5, 0.0], [0.0, 0.1, 0.6], [-0.4, 0.0, 0.1], [-0.5, -1.0, -0.2], [0.4, -0.3, 0.1], [0.1, 0.3, 0.0], [0.3, 0.2, -0.1], [0.0, 0.2, 0.1], [-0.3, 0.0, -0.1], [-0.1, -0.1, 0.0], [0.0, 0.1, 0.5], [0.7, -0.4, 0.3], [-1.2, 0.2, -2.4], [1.0, 0.7, 2.1], [-0.2, -0.2, 0.3], [0.3, 1.3, -0.8], [1.2, 1.0, 0.4], [-1.0, 0.2, -0.3], [-0.3, 0.6, 0.1], [0.4, 0.1, 0.0], [0.2, -0.2, 0.5], [-0.7, -0.8, -0.2], [0.0, -0.4, -0.3], [-0.1, -0.4, 0.0], [-0.4, 0.0, 0.5], [0.1, -0.7, 0.1], [-0.1, -0.5, -0.5], [0.3, -0.3, 0.2], [0.6, 0.4, -1.3], [0.0, 0.8, -0.7], [0.1, 1.5, 1.7], [0.3, -0.7, 0.4], [-1.3, 0.7, -1.1], [0.2, -0.5, 2.1], [-0.5, -1.0, -0.8], [0.3, -0.9, 1.0], [-0.5, 0.7, -0.3], [-0.9, -0.2, 0.8], [0.4, 0.0, -0.3], [0.0, -0.5, 0.0], [0.2, 0.2, 0.3], [0.5, -0.3, 0.4], [0.4, -0.3, -0.1], [-0.3, -0.8, -0.4], [0.8, 0.0, -0.9], [0.4, -0.3, -1.4], [-0.4, -0.1, 1.8], [-0.3, -0.6, -0.2], [-0.1, -0.5, 0.5], [-0.1, 1.4, -0.8], [0.9, 0.7, -0.8], [-0.2, 0.2, 0.5], [-0.2, 0.0, 0.0], [0.2, 0.1, 0.4], [0.9, 0.3, 0.0], [-0.3, 0.2, -0.4], [-0.3, 0.2, 0.4], [0.1, -0.3, 0.0], [0.0, 0.2, 0.3], [0.1, -0.7, 0.4], [-0.5, 0.3, -0.1], [-0.1, -0.7, 0.0], [-1.3, 0.6, -1.8], [1.1, -0.8, 1.5], [-0.7, 0.2, -0.1], [0.5, -0.2, 0.4], [0.1, -0.4, 0.6], [-0.1, 0.0, 0.2], [0.0, 0.0, -0.2], [0.1, 0.3, -0.5], [0.1, 0.0, 0.0], [0.0, 0.1, -0.1]],
  "lowdin_charge": [0.72, 1.92, -0.68, 0.15, 0.18, 0.17, 0.55, -0.39, -0.27, -0.57, -0.05, -0.44, -0.23, -0.18, -0.09, 0.03, 0.08, 0.09, 0.08, 0.12, 0.12, 0.13, 0.07, 0.09, 0.09, 0.03, 0.06, -0.06, -0.41, -0.16, -0.23, -0.14, 0.04, 0.06, 0.07, 0.08, 0.14, 0.13, 0.12, 0.09, 0.09, 0.09, 0.05, 0.05, -0.03, -0.43, -0.20, -0.34, -0.03, -0.13, 0.09, 0.09, 0.09, 0.14, 0.14, 0.15, 0.07, 0.10, 0.11, 0.09, 0.11, -0.05, -0.42, -0.17, -0.29, -0.07, 0.01, 0.09, 0.09, 0.09, 0.14, 0.14, 0.14, 0.11, 0.07, 0.09, 0.09, 0.08, -0.20, -0.26, -0.05, -0.07, 0.10, 0.13, 0.12, 0.09, 0.09, 0.06]
}

=====

multiplicity of number 2 (C19H50BaF3LiN4O9S)? 1

=====

Which value of multiplicity does entry 1 give? 1